This record from OMol25 describes a structure of composition C11H21AuCl3N3O6PTe. The level of theory is ωB97M-V/def2-TZVPD.

XYZ file:
```
47
Properties=species:S:1:pos:R:3:forces:R:3:lowdin_spin:R:1
Au 0.053 -1.109 -1.160 0.116 -0.238 -0.245 0.59
Cl -1.847 -1.518 -2.908 0.064 0.146 0.051 0.09
C -2.726 -2.650 -1.788 -0.023 0.093 -0.023 0.00
Cl -3.596 -1.685 -0.578 0.083 -0.069 -0.078 0.00
Cl -3.831 -3.570 -2.757 -0.039 -0.066 0.007 0.01
C -1.701 -3.559 -1.024 0.218 0.301 0.211 0.01
O -1.984 -4.704 -0.844 -0.065 -0.231 -0.020 0.02
O -0.637 -2.962 -0.561 -0.222 -0.124 -0.050 0.13
N -0.973 0.482 0.463 0.030 0.199 0.041 0.00
C -1.745 1.100 1.064 -0.228 -0.124 0.272 0.00
N -2.630 1.792 1.747 0.087 0.127 -0.052 0.00
C -2.258 2.370 3.054 -0.013 -0.011 -0.171 0.00
C -2.775 1.474 4.161 -0.055 -0.076 0.061 0.00
O -4.168 1.270 4.026 0.004 0.006 -0.022 0.00
C -4.494 0.626 2.808 -0.027 -0.012 0.098 0.00
C -4.066 1.474 1.627 0.117 0.007 -0.138 0.00
H -2.725 3.353 3.117 0.008 0.024 0.007 0.00
H -1.177 2.489 3.100 0.011 -0.004 -0.003 0.00
H -2.615 1.935 5.134 0.002 0.005 0.013 0.00
H -2.251 0.509 4.137 0.014 -0.017 0.004 0.00
H -5.573 0.486 2.804 -0.015 -0.016 0.002 0.00
H -4.010 -0.358 2.760 0.018 -0.019 0.006 0.00
H -4.607 2.420 1.622 -0.022 0.014 0.004 0.00
H -4.241 0.966 0.679 0.004 0.022 0.016 0.00
N 1.665 -1.688 0.284 0.043 0.071 -0.063 0.13
H 1.760 -2.695 0.189 -0.019 -0.015 0.026 0.00
H 1.293 -1.489 1.207 0.018 0.010 0.018 0.00
H 2.569 -1.239 0.184 -0.030 -0.021 0.002 0.00
C 4.395 -1.805 -2.683 0.037 0.009 0.039 0.00
C 3.108 -1.496 -3.406 0.013 0.090 0.020 0.00
O 2.965 -0.061 -3.640 0.034 -0.172 -0.129 0.01
P 2.320 0.965 -2.661 -0.005 0.059 -0.098 0.07
O 0.976 0.590 -2.116 -0.207 0.025 0.080 0.06
Te 2.063 2.995 -3.935 -0.002 0.020 0.020 0.89
O 3.412 1.113 -1.533 0.124 0.070 0.184 0.01
C 3.338 2.134 -0.492 -0.002 -0.083 -0.073 0.00
C 2.632 1.611 0.734 -0.032 -0.029 0.025 0.00
H 4.499 -2.887 -2.584 0.008 0.006 0.002 0.00
H 4.423 -1.357 -1.688 -0.027 -0.027 -0.051 0.00
H 5.249 -1.429 -3.244 -0.014 -0.015 0.001 0.00
H 2.227 -1.850 -2.868 -0.014 -0.004 0.022 0.00
H 3.092 -1.930 -4.402 0.005 -0.013 -0.020 0.00
H 2.841 3.015 -0.899 -0.041 0.011 -0.032 0.00
H 4.374 2.389 -0.290 0.021 0.022 0.026 0.00
H 1.623 1.269 0.494 0.013 0.056 0.002 0.00
H 2.556 2.415 1.468 -0.002 -0.018 0.014 0.00
H 3.197 0.799 1.195 0.012 0.014 -0.007 0.00
```
Positions in Å, forces in eV/Å.

Properties
net charge	+1
Kohn-Sham gap (alpha / beta)	9.54 / 6.30	eV
F_max	0.4	eV Å⁻¹
⟨S²⟩	2.01
highest occupied orbital energy (alpha / beta)	-0.4413 / -0.4358	Eh
2S+1	3